Run i
C5H12NO | ωB97M-V/def2-TZVPD

Last column: natural (NBO) charge in e.
Atoms and positions in Å:
C 2.448 -0.239 -0.090  0.0096
O 3.523 0.211 -0.730  -0.9488
C 1.323 0.805 0.114  -0.4276
C 0.151 0.366 1.005  -0.3979
C -0.699 -0.783 0.425  -0.4078
C -1.468 -0.427 -0.827  -0.2189
N -2.467 0.592 -0.576  -0.8568
H 1.914 -1.112 -0.576  0.0440
H 2.645 -0.624 0.956  0.0457
H 1.733 1.684 0.591  0.1828
H 0.926 1.178 -0.832  0.1675
H 0.558 0.027 1.950  0.1866
H -0.562 1.187 1.151  0.1885
H -1.309 -1.202 1.235  0.1719
H -0.020 -1.594 0.182  0.2144
H -0.742 -0.033 -1.532  0.2014
H -1.858 -1.356 -1.277  0.1458
H -3.093 0.416 0.201  0.3478
H -3.005 0.903 -1.368  0.3519

Output
**Gap between HOMO and LUMO**: 5.7 eV
**2S+1**: 1
**SMILES string**: NCCCCC[O-]
**E_LUMO**: 3.661 eV
**Net charge**: -1


Run ii
C5H12NO | ωB97M-V/def2-TZVPD

Last column: natural (NBO) charge in e.
Atoms and positions in Å:
C -2.701 0.689 0.288  -0.6145
C -1.693 -0.450 0.208  -0.2125
N -0.725 -0.238 -0.862  -0.6530
C 1.006 -1.587 0.405  -0.6457
C 0.704 -0.430 -0.538  -0.0786
C 1.331 0.920 -0.039  -0.0072
O 2.593 0.847 0.396  -0.9531
H -2.152 1.616 0.419  0.2084
H -3.356 0.528 1.151  0.1923
H -3.335 0.753 -0.597  0.1876
H -2.200 -1.398 0.051  0.1607
H -1.208 -0.444 1.193  0.1760
H -0.852 0.694 -1.237  0.3450
H 1.618 -2.332 -0.099  0.1955
H 1.687 -1.247 1.201  0.2445
H 0.129 -2.042 0.850  0.1823
H 1.209 -0.647 -1.482  0.1605
H 1.244 1.572 -0.958  0.0616
H 0.592 1.289 0.724  0.0502

Output
**Gap between HOMO and LUMO**: 6.1 eV
**2S+1**: 1
**SMILES string**: CCN[C@H](C)C[O-]
**E_LUMO**: 3.837 eV
**Net charge**: -1


Stability summary - winner: run i; margin: 3.0 kcal/mol.


Run i
C5H12NO | ωB97M-V/def2-TZVPD

Last column: natural (NBO) charge in e.
Atoms and positions in Å:
C 1.735 0.349 0.016  -0.0075
O 2.299 -0.777 0.463  -0.9513
C 0.312 0.126 -0.587  -0.0791
C -0.645 -0.459 0.468  -0.2435
C -1.460 0.648 1.136  -0.6218
C -1.637 -1.413 -0.229  -0.6024
N -0.252 1.297 -1.285  -0.8666
H 2.262 0.925 -0.794  0.0531
H 1.625 1.119 0.843  0.0473
H 0.520 -0.648 -1.322  0.1717
H -0.019 -1.006 1.181  0.2395
H -2.236 0.203 1.763  0.1848
H -2.039 1.139 0.358  0.2068
H -0.789 1.293 1.709  0.2071
H -1.301 -2.432 -0.374  0.2010
H -2.591 -1.455 0.300  0.1746
H -1.888 -1.020 -1.218  0.1991
H -0.133 2.098 -0.664  0.3397
H 0.348 1.460 -2.084  0.3476

Output
**Gap between HOMO and LUMO**: 6.4 eV
**2S+1**: 1
**SMILES string**: CC(C)[C@@H](N)C[O-]
**E_LUMO**: 4.053 eV
**Net charge**: -1


Run ii
C5H12NO | ωB97M-V/def2-TZVPD

Last column: natural (NBO) charge in e.
Atoms and positions in Å:
C -0.828 -2.340 0.765  -0.6219
C -1.842 -1.649 -0.167  -0.2616
N -0.949 -0.875 -1.054  -0.8403
C 0.778 0.824 -0.218  -0.2673
C -0.553 0.518 -0.890  -0.2972
C 0.949 2.290 0.161  0.1021
O 1.843 2.694 1.016  -0.6760
H -0.302 -1.492 1.308  0.1840
H -1.258 -3.006 1.538  0.1401
H -0.204 -2.975 0.139  0.1951
H -2.585 -1.464 0.659  0.1414
H -2.071 -2.438 -1.072  0.1764
H 3.290 -3.715 0.375  0.0078
H 1.725 0.164 -0.409  0.2464
H 0.325 1.428 0.909  0.2677
H 2.982 -4.473 0.191  -0.0081
H -1.249 1.175 -0.374  0.1394
H 0.651 2.508 -0.976  0.2067
H -0.707 1.000 -1.862  0.1656

Output
**Gap between HOMO and LUMO**: 5.4 eV
**2S+1**: 1
**E_LUMO**: 3.684 eV
**Net charge**: -1


Stability summary - winner: run i; margin: 193.6 kcal/mol.